The following is a quantum chemistry calculation of a molecular structure, C48H120N8Na2O20P at a distorted geometry, from the Open Molecules 2025 dataset.

```
! wB97M-V def2-TZVPD RIJCOSX def2/J DEFGRID3
* xyz -1 1
Na -0.228 -0.284 -0.049
Na 3.861 1.661 1.499
P 1.467 2.042 0.191
O 0.809 2.783 1.386
O 1.916 0.612 0.676
O 2.744 2.880 -0.136
O 0.462 1.932 -0.987
C 4.336 2.642 -4.659
O 3.120 3.325 -4.706
C 2.439 3.330 -3.487
C 1.055 3.850 -3.774
N 0.369 4.168 -2.510
C -1.029 4.499 -2.656
C -1.068 6.035 -3.024
O -2.398 6.310 -3.332
C -2.720 7.718 -3.302
H 4.156 1.583 -4.476
H 4.944 3.050 -3.852
H 4.798 2.669 -5.646
H 3.024 3.931 -2.792
H 2.470 2.386 -2.942
H 0.485 3.044 -4.237
H 1.087 4.653 -4.511
H 0.370 3.281 -2.027
H -1.593 4.398 -1.729
H -1.594 3.915 -3.383
H -0.549 6.277 -3.952
H -0.744 6.654 -2.188
H -3.713 7.950 -3.688
H -2.105 8.304 -3.985
H -2.628 8.205 -2.331
C 5.810 4.735 5.901
O 4.539 4.474 5.378
C 4.362 4.920 4.044
C 3.013 4.464 3.398
N 2.757 3.039 3.220
C 2.650 2.223 4.422
C 3.088 0.743 4.229
O 4.407 0.676 3.614
C 5.441 0.891 4.552
H 5.848 4.157 6.824
H 5.994 5.792 6.091
H 6.583 4.398 5.210
H 5.145 4.561 3.376
H 4.379 6.010 4.036
H 3.029 4.790 2.358
H 2.217 4.909 3.995
H 1.975 2.897 2.596
H 1.614 2.236 4.763
H 3.181 2.706 5.241
H 2.442 0.308 3.465
H 2.993 0.196 5.167
H 5.301 1.810 5.121
H 6.362 0.959 3.974
H 5.483 0.081 5.281
C 2.136 -4.053 -4.179
O 2.035 -2.617 -3.998
C 2.205 -2.190 -2.679
C 2.023 -0.669 -2.543
N 0.604 -0.202 -2.510
C 0.079 -0.060 -3.849
C -1.249 0.730 -3.757
O -1.805 0.880 -5.059
C -3.057 1.621 -4.910
H 1.349 -4.564 -3.624
H 3.096 -4.423 -3.820
H 1.979 -4.374 -5.209
H 3.182 -2.508 -2.317
H 1.462 -2.751 -2.112
H 2.551 -0.128 -3.328
H 2.367 -0.379 -1.550
H 0.652 0.720 -2.101
H -0.150 -1.023 -4.307
H 0.818 0.513 -4.409
H -1.202 1.729 -3.322
H -1.893 0.166 -3.083
H -3.790 1.006 -4.389
H -3.450 1.904 -5.887
H -3.007 2.539 -4.323
C 4.019 -5.712 -1.510
O 4.502 -6.766 -2.340
C 3.957 -8.037 -2.065
C 2.541 -8.149 -2.474
N 1.617 -7.849 -1.406
C 0.200 -7.971 -1.830
C -0.870 -7.749 -0.760
O -1.177 -6.355 -0.421
C -0.237 -5.685 0.393
H 4.599 -4.828 -1.773
H 4.277 -5.869 -0.462
H 2.934 -5.625 -1.548
H 4.183 -8.315 -1.036
H 4.564 -8.705 -2.676
H 2.254 -9.155 -2.778
H 2.379 -7.487 -3.325
H 1.786 -8.429 -0.596
H 0.012 -8.981 -2.193
H -0.053 -7.284 -2.637
H -0.659 -8.323 0.142
H -1.809 -8.177 -1.111
H 0.053 -6.151 1.335
H -0.747 -4.733 0.539
H 0.620 -5.342 -0.186
C 5.567 -2.972 0.273
O 4.352 -3.270 0.848
C 3.437 -2.174 0.890
C 2.193 -2.648 1.617
N 1.140 -1.641 1.732
C 0.380 -1.633 3.024
C -0.557 -2.831 3.281
O 0.191 -3.973 3.747
C -0.727 -5.083 3.878
H 6.146 -2.389 0.990
H 5.484 -2.585 -0.743
H 5.984 -3.966 0.112
H 3.187 -1.853 -0.121
H 3.844 -1.242 1.282
H 2.550 -3.023 2.576
H 1.710 -3.515 1.165
H 1.593 -0.751 1.579
H -0.377 -0.850 3.062
H 0.997 -1.520 3.916
H -1.150 -3.020 2.387
H -1.167 -2.522 4.130
H -1.374 -4.995 4.751
H -0.167 -6.011 3.993
H -1.476 -5.140 3.089
C -0.886 2.100 6.150
O -1.785 1.699 5.082
C -1.192 1.748 3.806
C -2.252 1.354 2.798
N -1.651 1.320 1.477
C -2.679 1.411 0.396
C -3.510 0.144 0.229
O -2.642 -0.935 0.035
C -3.323 -2.165 0.107
H -1.482 2.268 7.047
H -0.389 3.051 5.958
H -0.175 1.313 6.399
H -0.338 1.070 3.787
H -0.739 2.697 3.520
H -2.999 2.133 2.945
H -2.564 0.376 3.166
H -0.853 1.936 1.415
H -2.180 1.685 -0.534
H -3.399 2.200 0.611
H -4.118 0.259 -0.669
H -4.195 0.094 1.075
H -2.749 -2.962 -0.365
H -4.206 -2.137 -0.532
H -3.618 -2.412 1.126
C -0.108 6.453 6.036
O 0.097 6.861 4.691
C -0.456 5.958 3.772
C -0.043 6.287 2.327
N -0.269 5.182 1.441
C -1.701 4.786 1.310
C -2.657 5.832 0.730
O -3.176 6.664 1.783
C -4.381 7.271 1.350
H -1.179 6.463 6.242
H 0.287 7.249 6.667
H 0.435 5.546 6.301
H -1.543 5.891 3.825
H -0.081 4.963 4.013
H 1.003 6.593 2.355
H -0.645 7.136 2.004
H 0.116 4.273 1.657
H -2.092 4.368 2.237
H -1.531 3.935 0.650
H -3.383 5.160 0.270
H -2.258 6.306 -0.167
H -4.828 7.812 2.185
H -5.114 6.588 0.921
H -4.113 7.975 0.563
C -1.418 -3.275 -2.809
O -2.843 -3.498 -3.145
C -3.583 -2.348 -3.390
C -5.060 -2.687 -3.793
N -5.682 -3.196 -2.544
C -7.009 -3.827 -2.712
C -6.963 -5.155 -3.501
O -6.181 -5.994 -2.718
C -6.113 -7.300 -3.268
H -1.015 -4.229 -2.470
H -1.388 -2.497 -2.046
H -0.839 -2.954 -3.675
H -3.237 -1.846 -4.294
H -3.329 -1.559 -2.681
H -5.023 -3.423 -4.596
H -5.641 -1.817 -4.098
H -5.060 -3.928 -2.232
H -7.676 -3.077 -3.137
H -7.497 -4.000 -1.753
H -6.606 -5.055 -4.526
H -7.983 -5.509 -3.650
H -7.038 -7.877 -3.247
H -5.375 -7.923 -2.761
H -5.695 -7.183 -4.268
*
```

- calculated total energy (a.u.) = -4509.55120


The following is a quantum chemistry calculation of a molecular structure, C19H23Cl2I2N2O3Se2Sr at a distorted geometry, from the Open Molecules 2025 dataset.

```
! wB97M-V def2-TZVPD RIJCOSX def2/J DEFGRID3
* xyz -1 1
Sr 0.511 -0.465 -0.081
I -3.511 6.060 1.706
C -3.972 4.134 0.792
C -4.420 2.976 1.575
C -3.759 1.746 1.119
I -3.198 0.178 2.531
C -3.155 1.492 -0.120
O -3.178 0.475 -0.860
C -2.574 2.916 -0.122
C -1.051 2.812 -0.330
N -0.499 4.319 -0.092
C 0.898 4.634 -0.211
C 1.540 4.073 1.220
C 2.118 4.863 2.189
C 1.496 4.734 3.516
C 0.855 3.513 3.772
C 0.817 2.503 2.711
N 1.360 2.732 1.479
C -3.328 4.047 -0.430
H -4.895 3.061 2.569
H -0.810 2.230 -1.265
H -0.711 2.251 0.565
H -1.109 5.158 -0.102
H 1.115 5.707 -0.212
H 1.141 4.166 -1.189
H 2.959 5.528 2.003
H 1.490 5.412 4.355
H 0.552 3.076 4.704
H 0.244 1.601 2.919
H -3.251 4.769 -1.254
O -0.601 -7.354 -2.001
C -0.653 -6.331 -1.010
C 0.309 -5.061 -1.012
C 1.748 -5.471 -0.570
O 2.557 -4.419 -0.159
C -0.337 -4.052 0.057
Se 0.330 -3.557 1.979
C 0.123 -4.545 -2.502
Se 0.945 -2.974 -3.280
H 0.146 -7.207 -2.634
H -0.534 -6.800 -0.020
H -1.653 -5.894 -1.077
H 2.257 -6.003 -1.424
H 1.637 -6.261 0.202
H 2.034 -3.930 0.504
H -1.397 -4.326 0.299
H -0.361 -3.065 -0.443
H -0.958 -4.353 -2.591
H 0.459 -5.303 -3.212
Cl 3.704 -0.818 -1.198
C 4.125 -0.801 -3.005
Cl 3.193 0.189 -4.042
H 4.059 -1.856 -3.313
H 5.191 -0.507 -3.004
*
```

- energy above the lowest of the compared OMol25 structures with the same formula, charge and spin (kJ/mol) = 508.0
- calculated total energy (a.u.) = -7422.02623


The following is a quantum chemistry calculation of 3 unconnected molecules or ions with the total composition C29H16F3O7S at a distorted geometry, from the Open Molecules 2025 dataset.

```
! wB97M-V def2-TZVPD RIJCOSX def2/J DEFGRID3
* xyz -1 1
O 0.215 -2.946 -3.442
S -0.045 -1.507 -3.361
O 0.559 -0.817 -2.214
O 0.528 -0.863 -4.637
C -1.874 -1.121 -3.473
F -1.967 0.216 -3.736
F -2.439 -1.839 -4.485
F -2.550 -1.352 -2.318
C 3.873 0.165 -0.342
C 3.666 0.036 -1.712
C 3.850 1.128 -2.548
C 4.229 2.356 -2.015
C 4.413 2.490 -0.635
C 4.244 1.388 0.196
C 4.769 3.802 -0.045
O 4.934 3.922 1.156
C 4.914 4.976 -0.944
C 5.192 6.227 -0.401
C 5.343 7.327 -1.232
C 5.226 7.180 -2.611
C 4.944 5.937 -3.157
C 4.778 4.834 -2.325
C 4.440 3.513 -2.919
O 4.336 3.389 -4.123
H 3.737 -0.691 0.308
H 3.363 -0.916 -2.128
H 3.692 1.021 -3.614
H 4.398 1.484 1.264
H 5.287 6.345 0.671
H 5.554 8.301 -0.806
H 5.351 8.039 -3.261
H 4.849 5.827 -4.230
C -7.682 -1.852 2.096
C -6.987 -1.231 1.062
C -5.640 -1.499 0.869
C -4.979 -2.381 1.719
C -5.670 -2.985 2.770
C -7.026 -2.726 2.949
C -4.966 -3.891 3.714
O -5.569 -4.421 4.629
C -3.513 -4.131 3.526
C -2.825 -4.931 4.434
C -1.471 -5.171 4.259
C -0.798 -4.620 3.171
C -1.477 -3.818 2.267
C -2.833 -3.563 2.447
C -3.541 -2.674 1.492
O -2.955 -2.192 0.548
H -8.737 -1.648 2.239
H -7.498 -0.538 0.404
H -5.103 -1.018 0.060
H -7.569 -3.203 3.755
H -3.345 -5.364 5.280
H -0.936 -5.790 4.970
H 0.259 -4.815 3.032
H -0.950 -3.387 1.424
*
```

- calculated total energy (a.u.) = -2339.30881